# 1
Here is a structure of composition C33H63N10O8P2Re from OMol25. Energies are from ωB97M-V with the def2-TZVPD basis set.

Last column: Löwdin charge in e.
Positions of all 117 atoms, in Å:
Re: -1.45288 -0.81431 2.00761  1.19
N: -3.80611 -2.99899 2.95758  0.05
N: -3.60363 -4.22756 2.32925  0.01
C: -2.49116 -4.39322 1.58504  -0.36
N: -2.22094 -5.57738 1.02750  0.22
N: -1.75672 -3.30933 1.44507  0.10
N: -0.64809 -3.20516 0.75851  -0.38
O: -0.14612 -4.11861 0.10774  0.06
O: -0.15737 -2.04816 0.79602  -0.14
H: -3.48142 -2.99584 3.91936  0.10
H: -4.77247 -2.69881 2.90195  0.11
H: -4.14193 -5.04464 2.60724  0.16
H: -2.80509 -6.38201 1.17384  0.13
H: -1.36426 -5.65107 0.48890  0.10
C: -0.71857 1.98900 -0.01140  -0.06
C: -1.40283 0.85284 -0.77485  -0.62
C: -2.21664 1.44488 -1.94141  -0.03
C: -2.32206 0.06921 0.19233  -0.29
H: -0.19964 2.65308 -0.69757  0.05
H: -0.00837 1.57402 0.70137  0.03
H: -1.46829 2.56831 0.51626  0.07
H: 0.01647 -0.65871 -0.54404  0.05
H: -1.99639 2.50276 -2.06340  0.08
H: -3.28277 1.35496 -1.74752  0.09
H: -1.98605 0.93097 -2.86908  0.04
H: -2.79547 -0.73513 -0.39455  0.05
H: -3.13694 0.76101 0.44125  0.03
C: 4.26952 2.95363 2.33487  -0.07
C: 4.32636 1.47016 1.96187  -0.20
C: 3.09373 1.01918 1.38096  -0.18
N: 2.12363 0.68261 0.87303  0.21
H: 5.24340 3.27140 2.69633  0.08
H: 3.54448 3.10724 3.12878  0.05
H: 3.99876 3.56079 1.47242  0.08
H: 4.52935 0.86420 2.84839  0.13
H: 5.11878 1.28986 1.22862  0.12
N: -0.37472 -0.08035 -1.28369  -0.03
P: 0.43137 -0.09632 -2.69705  0.81
N: -0.59939 -0.60817 -3.89282  -0.21
C: -0.49821 -0.41261 -5.32675  -0.21
C: -1.87074 -0.00865 -5.87941  -0.16
C: -2.98134 -0.77478 -5.14616  -0.18
C: -2.43220 -2.08762 -4.60175  -0.17
C: -1.38241 -1.79615 -3.52915  -0.19
N: 1.08722 1.35734 -3.17721  -0.16
C: 0.53877 2.36084 -4.08695  -0.20
C: 0.80969 3.77043 -3.57160  -0.17
C: 2.31995 4.03305 -3.52400  -0.18
C: 3.07628 2.76711 -3.08301  -0.16
C: 2.15086 1.84597 -2.29721  -0.21
N: 1.62508 -1.23651 -2.53986  -0.18
C: 2.33176 -1.63159 -1.31767  -0.20
C: 3.84263 -1.54628 -1.51461  -0.17
C: 4.31172 -2.52573 -2.59587  -0.18
C: 3.19939 -2.76607 -3.61927  -0.17
C: 2.35253 -1.51240 -3.78495  -0.19
H: -0.17526 -1.34568 -5.80308  0.12
H: 0.25006 0.34482 -5.54455  0.10
H: -1.88594 -0.23554 -6.94489  0.12
H: -2.02583 1.06502 -5.76622  0.10
H: -3.81253 -0.96180 -5.82372  0.11
H: -3.35723 -0.18663 -4.30896  0.10
H: -1.99845 -2.66194 -5.41950  0.11
H: -3.23189 -2.68511 -4.16701  0.12
H: -0.72836 -2.66533 -3.39113  0.12
H: -1.87415 -1.58754 -2.57689  0.10
H: -0.53385 2.19956 -4.20374  0.10
H: 1.02395 2.27013 -5.06840  0.12
H: 0.35885 3.89038 -2.58570  0.10
H: 0.32842 4.48723 -4.23664  0.12
H: 2.52313 4.86033 -2.84132  0.11
H: 2.66743 4.33748 -4.51360  0.11
H: 3.93281 3.03232 -2.46236  0.11
H: 3.45445 2.22842 -3.95532  0.11
H: 1.75090 2.38313 -1.42937  0.10
H: 2.70137 0.98980 -1.90402  0.08
H: 2.05733 -2.66043 -1.06105  0.12
H: 2.03358 -0.98148 -0.49438  0.05
H: 4.33803 -1.76268 -0.56921  0.12
H: 4.11020 -0.52426 -1.79301  0.10
H: 4.59063 -3.47738 -2.14721  0.11
H: 5.19621 -2.12305 -3.08952  0.11
H: 2.54809 -3.57694 -3.29148  0.12
H: 3.61976 -3.04610 -4.58478  0.12
H: 1.62301 -1.66092 -4.58497  0.10
H: 2.99380 -0.66594 -4.06770  0.12
C: -2.22780 2.72018 3.52020  -0.10
O: -2.60694 1.56873 4.26398  -0.30
P: -2.96000 0.18424 3.49972  0.60
O: -4.38721 0.45841 2.82355  -0.32
C: -5.44721 1.09935 3.53960  -0.09
O: -3.42705 -0.64416 4.78579  -0.31
C: -2.57340 -0.93035 5.89171  -0.08
H: -2.65297 3.58346 4.03082  0.10
H: -2.61492 2.66875 2.50232  0.07
H: -1.14260 2.80281 3.50079  0.05
H: -5.82870 1.91125 2.92067  0.09
H: -5.09622 1.50600 4.48671  0.08
H: -6.24204 0.37902 3.72849  0.09
H: -3.18694 -1.44780 6.62939  0.10
H: -2.18061 -0.00812 6.31654  0.09
H: -1.74423 -1.56465 5.58416  0.07
O: 2.37541 -0.89087 6.65926  0.07
C: 1.98193 0.08723 5.84225  -0.26
C: 2.43910 1.38694 6.08745  0.00
C: 2.07729 2.42759 5.26040  -0.09
C: 1.26753 2.19848 4.15405  -0.13
C: 0.80606 0.92128 3.90876  -0.08
C: 1.13211 -0.14106 4.74112  -0.06
C: 0.57431 -1.52055 4.50771  -0.59
O: 1.03556 -2.46798 5.16033  0.04
O: -0.39595 -1.65634 3.70126  -0.22
H: 1.98860 -1.73609 6.29892  0.08
H: 3.08848 1.54480 6.93486  0.12
H: 2.44734 3.42341 5.46040  0.11
H: 1.01060 3.01755 3.49472  0.10
H: 0.19148 0.72595 3.02452  0.05

Values from the calculation:
multiplicity = 4
relative energy (zero: lowest compared OMol25 entry of this formula, charge and spin) = 56.8 kcal per mole
HOMO energy (spin up / spin down) = -9.6 / -8.6 eV
gap between HOMO and LUMO (spin up / spin down) = 0.2487 / 0.2062 Ha
molar mass = 976.084 g mol⁻¹
E_LUMO (spin up / spin down) = -2.8384 / -2.9535 eV
charge = +1
DFT total energy = -87225.260 eV


# 2
Here is a structure of composition C37H28Cl2N5O2RuS from OMol25. Energies are from ωB97M-V with the def2-TZVPD basis set.

Last column: Löwdin charge in e.
Positions of all 76 atoms, in Å:
Ru: 0.13813 -0.67991 0.15120  1.18
C: 2.62170 -0.23506 -4.33326  -0.07
C: 1.50494 -0.41519 -5.19133  -0.08
C: 0.27174 -0.58221 -4.64066  -0.03
C: 0.06186 -0.54858 -3.23784  -0.15
N: 1.14115 -0.10214 -2.46614  -0.05
C: 2.39037 -0.07065 -3.00627  -0.05
C: -1.13595 -1.03225 -2.63323  -0.20
C: -2.28897 -1.29918 -3.42083  -0.02
C: -3.40288 -1.83553 -2.85537  -0.06
C: -3.38754 -2.19017 -1.49953  -0.03
C: -2.25507 -1.93256 -0.76883  -0.21
N: -1.19361 -1.27581 -1.28751  0.01
C: -2.08288 -2.42455 0.62206  -0.22
C: -2.99112 -3.26645 1.24796  -0.02
C: -2.73643 -3.73297 2.52510  -0.05
C: -1.57104 -3.34130 3.15971  -0.04
C: -0.70998 -2.50220 2.48156  -0.08
N: -0.95319 -2.05104 1.24656  -0.02
H: 3.63158 -0.20631 -4.71649  0.10
H: 1.63809 -0.44870 -6.26431  0.10
H: -0.56738 -0.77778 -5.29288  0.10
H: 3.17285 0.12653 -2.29366  0.11
H: -2.28920 -1.06174 -4.47290  0.10
H: -4.28392 -2.01389 -3.45890  0.11
H: -4.25434 -2.63940 -1.03831  0.10
H: -3.89528 -3.55575 0.73206  0.11
H: -3.43585 -4.39717 3.01640  0.11
H: -1.33496 -3.67816 4.15949  0.11
H: 0.21357 -2.16714 2.93416  0.11
Cl: 5.92996 -2.81305 4.31037  0.64
C: 4.57103 -2.05502 3.52552  -0.67
C: 4.06513 -0.85022 4.04034  -0.12
C: 2.99690 -0.25060 3.43945  -0.58
Cl: 2.35927 1.22352 4.09229  0.70
C: 2.36716 -0.78166 2.26496  -0.42
O: 1.38566 -0.17810 1.74974  -0.21
C: 2.92652 -1.99508 1.76429  -0.13
C: 2.46310 -2.62166 0.55333  -0.19
O: 1.72518 -2.16718 -0.31296  -0.06
C: 4.00346 -2.62040 2.42495  -0.08
H: 4.51418 -0.39728 4.91448  0.11
H: 2.87364 -3.63071 0.37980  0.13
H: 4.39340 -3.55206 2.02928  0.11
S: -1.30567 3.46250 1.74440  1.10
C: -0.48739 2.04517 1.21176  -0.44
N: -1.14004 0.93285 1.30363  0.01
C: -2.39930 1.14498 1.86538  -0.27
C: -3.35879 0.17644 2.16044  0.00
C: -4.55555 0.56760 2.72351  -0.07
C: -4.82260 1.91321 3.00186  -0.09
C: -3.88117 2.88403 2.72963  -0.09
C: -2.67107 2.48560 2.16628  -0.47
H: 0.51602 2.12024 0.82165  0.06
H: -3.16042 -0.86332 1.95640  0.08
H: -5.30180 -0.18178 2.95900  0.10
H: -5.77001 2.19410 3.44421  0.10
H: -4.07094 3.92737 2.94846  0.11
C: -1.13784 2.25567 -2.30935  -0.04
C: 0.24780 2.76790 -2.00253  -0.21
C: 0.55203 4.09796 -2.28293  -0.06
C: 1.76835 4.64359 -1.90963  -0.09
C: 2.66029 3.87075 -1.18213  -0.06
C: 2.39203 2.53663 -0.88816  -0.22
C: 3.37352 1.76376 -0.04307  -0.03
C: 1.20151 1.95129 -1.36698  -0.24
N: 0.96219 0.55040 -1.23585  -0.14
H: -1.87064 3.04376 -2.12098  0.08
H: -1.37635 1.40376 -1.67358  0.05
H: -1.24466 1.94610 -3.35243  0.08
H: -0.18622 4.71138 -2.79019  0.11
H: 2.00652 5.67206 -2.15280  0.10
H: 3.59352 4.30591 -0.83899  0.11
H: 4.07673 2.44779 0.43382  0.08
H: 3.94870 1.04055 -0.62432  0.07
H: 2.85025 1.20852 0.72965  0.05

Values from the calculation:
multiplicity = 2
relative energy (zero: lowest compared OMol25 entry of this formula, charge and spin) = 27.7 kcal per mole
HOMO energy (spin up / spin down) = -5.4 / -6.3 eV
gap between HOMO and LUMO (spin up / spin down) = 0.1900 / 0.2280 Ha
molar mass = 778.707 g mol⁻¹
E_LUMO (spin up / spin down) = -0.2144 / -0.1390 eV
DFT total energy = -88831.180 eV


# 3
Here is the molecule C5H8O from OMol25. Energies are from ωB97M-V with the def2-TZVPD basis set.

Last column: Löwdin charge in e.
Positions of all 14 atoms, in Å:
C: -0.66991 1.54044 -0.85656  0.19
C: -0.85690 0.06031 -0.76928  -0.44
C: 0.43516 -0.80108 -0.69055  -0.13
C: 0.84611 -0.55630 0.77718  -0.14
C: -0.30023 0.36093 1.21812  -0.22
O: -1.42332 -0.12601 0.53253  -0.11
H: 0.11008 1.77386 -1.60714  0.03
H: -0.17286 1.40523 0.72291  0.09
H: -1.54909 -0.24019 -1.56683  0.16
H: 0.20053 -1.85356 -0.87529  0.11
H: 1.19532 -0.48977 -1.41194  0.11
H: 0.84702 -1.49237 1.34599  0.11
H: 1.82418 -0.08467 0.89862  0.11
H: -0.48609 0.50319 2.28224  0.14

Values from the calculation:
relative energy (zero: lowest compared OMol25 entry of this formula, charge and spin) = 116.1 kcal per mole
HOMO energy = -8.7 eV
gap between HOMO and LUMO = 0.3065 Ha
molar mass = 84.118 g mol⁻¹
E_LUMO = -0.3453 eV
DFT total energy = -7357.219 eV


# 4
Here is a cluster of 2 separate species, CH4S5 in total from OMol25. Energies are from ωB97M-V with the def2-TZVPD basis set.

Last column: Löwdin charge in e.
Positions of all 10 atoms, in Å:
C: 1.16992 -0.86705 0.37288  -1.05
S: 0.06350 -2.11428 -0.15885  0.64
S: -2.15361 0.29649 -0.17973  0.18
S: 3.29676 1.19746 0.07446  0.40
S: -0.48795 1.47187 -0.27600  0.03
S: 2.59671 -0.68097 -0.56183  0.43
H: 0.78126 0.01063 0.91827  -0.08
H: -0.80768 -2.10390 1.00912  -0.04
H: -2.68198 0.72217 -1.29553  -0.23
H: 2.24129 1.85482 -0.25744  -0.27

Values from the calculation:
relative energy (zero: lowest compared OMol25 entry of this formula, charge and spin) = 38.2 kcal per mole
HOMO energy (spin up / spin down) = -8.1 / -7.2 eV
gap between HOMO and LUMO (spin up / spin down) = 0.2715 / 0.2002 Ha
molar mass = 176.378 g mol⁻¹
E_LUMO (spin up / spin down) = -0.7101 / -1.7300 eV
DFT total energy = -55275.427 eV


# 5
Here is a cluster of 15 separate species, C6H36O14 in total from OMol25. Energies are from ωB97M-V with the def2-TZVPD basis set.

Last column: Löwdin charge in e.
Positions of all 56 atoms, in Å:
C: -1.63799 -0.35625 -1.07633  -0.17
C: -2.23308 -1.51306 -1.38481  -0.01
C: 0.26742 0.78892 -0.08809  -0.08
C: -0.34548 -0.38441 -0.39321  -0.10
C: 2.63581 1.36321 0.35671  0.00
C: 1.46788 0.88243 0.74589  -0.20
H: -1.94382 0.64745 -1.41783  0.12
H: -3.08521 -1.55140 -2.13259  0.07
H: -1.92553 -2.53293 -1.23967  0.04
H: -0.20097 1.72920 -0.40524  0.11
H: 0.13229 -1.30494 -0.08946  0.08
H: 2.76453 1.77883 -0.64767  0.06
H: 3.38422 1.72218 1.07798  0.07
H: 1.38865 0.68035 1.81525  0.09
H: 0.75919 -0.88043 3.17093  0.01
H: -0.28532 -1.53735 3.97113  0.06
O: 0.12227 -0.66171 3.90583  -0.08
H: -1.52373 3.30374 1.93805  0.06
H: -2.40379 3.02206 3.08441  0.02
O: -2.32666 3.65087 2.35351  -0.06
H: -4.42205 0.73869 2.98566  0.01
H: -4.04977 0.95456 1.45412  0.00
O: -4.34866 0.33458 2.12771  -0.06
H: 2.76946 -1.98593 3.09130  0.10
H: 2.52978 -1.38745 1.68944  0.03
O: 2.06514 -1.81336 2.44649  -0.07
H: 1.48676 -0.21088 -3.93711  0.01
H: 0.41971 0.58619 -4.89872  0.04
O: 1.11106 0.64592 -4.24000  -0.08
H: 0.79185 -3.05190 1.73092  0.01
H: -0.72801 -3.25632 1.49770  0.01
O: 0.16062 -3.47098 1.12370  -0.09
H: -2.37951 1.14809 4.54260  0.05
H: -0.98900 0.74733 4.08725  0.01
O: -1.74330 1.32717 3.84396  -0.07
H: 2.38738 2.84031 -3.63712  -0.01
H: 3.47241 1.89406 -4.00466  0.03
O: 3.31247 2.64918 -3.42381  -0.07
H: 1.02375 -3.12850 -0.42645  0.01
H: 1.26248 -3.92643 -1.79126  0.07
O: 1.56795 -3.19984 -1.24692  -0.07
H: 1.97563 -2.08485 -2.63728  0.02
H: 3.25438 -1.68402 -3.43153  0.06
O: 2.29474 -1.66814 -3.47215  -0.05
H: 3.14440 -2.15181 -0.25989  0.03
H: 4.06113 -0.93722 -0.46765  0.06
O: 3.52604 -1.38547 0.19568  -0.05
H: 0.28560 3.57013 -3.61419  0.04
H: 0.39338 2.25509 -4.62647  -0.01
O: 0.33901 3.21347 -4.50304  -0.06
H: -2.57796 -1.92339 1.58989  0.06
H: -2.60193 -3.25487 0.94290  0.05
O: -2.36365 -2.85338 1.78997  -0.04
H: -3.73219 3.47642 1.36573  0.00
H: -5.16952 3.44304 0.59781  0.05
O: -4.48349 2.92629 1.04262  -0.09

Values from the calculation:
relative energy (zero: lowest compared OMol25 entry of this formula, charge and spin) = 82.3 kcal per mole
HOMO energy = -8.8 eV
gap between HOMO and LUMO = 0.3260 Ha
molar mass = 332.340 g mol⁻¹
E_LUMO = 0.0287 eV
DFT total energy = -35470.104 eV


Maximum force
In order: 1.838, 1.429, 0.587, 2.411, 3.296
Unit: eV/A